No. 1
C10H22CuNO8P as an isolated structure in a non-equilibrium geometry, computed with ωB97M-V/def2-TZVPD.

```
43
Properties=species:S:1:pos:R:3
Cu -1.215 0.399 2.079
C -3.673 1.703 2.719
O -3.543 0.586 3.140
O -2.627 2.365 2.536
O -4.785 2.145 2.393
C -0.925 -2.612 3.260
O -1.014 -1.902 2.293
N -0.470 -3.910 3.240
C -0.203 -4.570 2.081
C -0.280 -4.647 4.479
H -1.059 -2.284 4.302
H -0.841 -4.219 1.270
H -0.684 -5.533 2.249
H 0.828 -4.743 1.771
H -0.332 -4.057 5.394
H -0.918 -5.529 4.542
H 0.737 -5.029 4.399
C 1.986 4.959 -1.349
C 1.422 3.762 -0.433
O 1.617 2.499 -1.001
P 0.346 1.414 -1.207
O -0.405 1.184 -0.004
O 0.981 0.173 -1.976
C 1.183 -1.060 -1.249
C 0.415 -2.310 -1.639
O -0.484 2.197 -2.284
C 0.145 2.729 -3.457
C 0.064 1.673 -4.641
H 3.052 5.179 -1.284
H 1.743 4.646 -2.365
H 1.671 6.001 -1.292
H 1.993 3.735 0.494
H 0.383 3.928 -0.147
H 2.193 -1.468 -1.276
H 1.039 -0.848 -0.189
H 0.430 -2.336 -2.729
H 0.782 -3.232 -1.189
H -0.587 -2.042 -1.303
H -0.233 3.727 -3.677
H 1.169 3.030 -3.236
H -0.849 1.100 -4.482
H 0.075 2.250 -5.565
H 0.876 0.946 -4.667
```

Results
Charge: -2
Highest occupied orbital energy (spin up / spin down) in eV: 2.45 / 0.89
Multiplicity: 2
Expectation value of S²: 0.75

No. 2
A 2-piece molecular cluster, C10H22N2O2 overall in a non-equilibrium geometry, computed with ωB97M-V/def2-TZVPD.

```
36
Properties=species:S:1:pos:R:3
C -4.183 0.751 -0.536
C -4.417 -0.293 0.630
C -2.729 1.308 -0.628
C -3.287 -1.372 0.464
C 4.185 1.117 -0.602
C 4.271 -1.186 0.620
C 2.732 -0.922 -1.389
C 0.171 0.670 1.807
C 3.425 -0.159 -0.172
C 0.977 0.495 0.570
N -1.901 0.027 -0.700
N -1.976 -0.769 0.428
O 0.551 0.822 -0.547
O 2.354 0.229 0.796
H -4.502 0.258 -1.517
H -4.858 1.627 -0.288
H -4.370 0.237 1.562
H -5.391 -0.708 0.254
H -2.551 1.896 -1.488
H -2.602 1.731 0.327
H -3.368 -1.835 1.420
H -3.602 -2.055 -0.282
H 3.700 1.562 -1.514
H 4.186 1.698 0.264
H 5.161 0.900 -0.873
H 4.884 -1.917 0.043
H 3.664 -1.937 1.190
H 5.135 -0.823 1.298
H 1.849 -1.455 -0.969
H 2.373 -0.063 -2.036
H 3.266 -1.522 -2.045
H -0.067 1.647 1.883
H -0.739 0.186 1.605
H 0.683 0.191 2.707
H -2.105 -0.603 -1.506
H -0.919 0.269 -0.777
```

Results
Relative energy (zero: lowest compared OMol25 entry of this formula, charge and spin) in kJ/mol: 38.73
Highest occupied orbital energy in eV: -6.68

No. 3
The molecule C10H22N2Si in a non-equilibrium geometry, computed with ωB97M-V/def2-TZVPD.

```
35
Properties=species:S:1:pos:R:3
C 1.283 2.925 -1.366
C -0.096 1.087 2.690
C 0.491 1.895 -1.483
C -0.289 1.637 1.519
C -2.698 -2.002 -0.538
C -4.083 -0.066 -0.016
C 3.087 -2.060 -0.723
C 3.041 0.117 0.642
C -2.639 -0.566 0.163
C 2.395 -0.731 -0.440
N -1.738 0.371 -0.656
N 0.984 -0.950 -0.238
Si -0.149 0.784 -0.141
H 1.427 3.762 -2.201
H 1.773 2.938 -0.386
H -0.283 1.573 3.731
H 0.433 0.069 2.615
H -0.004 1.760 -2.520
H -0.678 2.568 1.654
H -1.649 -2.253 -0.760
H -3.092 -2.585 0.210
H -3.253 -1.799 -1.476
H -4.592 -0.579 0.850
H -4.587 -0.320 -1.055
H -4.053 0.952 0.204
H 2.630 -2.839 -0.122
H 3.268 -2.387 -1.678
H 4.085 -2.034 -0.372
H 4.074 -0.146 0.703
H 2.561 -0.069 1.700
H 3.198 1.199 0.542
H -2.441 -0.804 1.227
H 2.561 0.001 -1.224
H -1.837 0.101 -1.613
H 0.869 -1.549 0.561
```

Results
Relative energy (zero: lowest compared OMol25 entry of this formula, charge and spin) in kJ/mol: 275.65
Highest occupied orbital energy in eV: -8.45
Structure (SMILES): C=C[Si](C=C)(NC(C)C)NC(C)C

No. 4
C10H22NNiO4P as an isolated structure, computed with ωB97M-V/def2-TZVPD.

```
39
Properties=species:S:1:pos:R:3
C -2.954 1.231 -4.506
C -1.495 0.859 -4.758
C -0.519 1.653 -3.898
O 0.325 0.729 -3.171
C 0.994 1.277 -2.072
C 0.375 0.642 -0.848
O -0.630 0.906 -0.279
O 1.099 -0.536 -0.435
C 1.062 -0.834 0.914
C -0.274 -1.447 1.377
O 1.441 0.252 1.639
C 1.425 0.150 3.090
C 0.168 0.762 3.716
C -0.884 -0.221 4.257
P 2.511 -2.100 0.928
N 2.354 -3.127 2.219
H -3.179 1.218 -3.435
H -3.630 0.531 -4.998
H -3.186 2.229 -4.883
H -1.333 -0.199 -4.540
H -1.260 1.008 -5.813
H 0.131 2.290 -4.504
H -1.052 2.279 -3.174
H 2.062 1.058 -2.122
H 0.851 2.358 -1.970
H -0.864 -0.550 1.610
H -0.156 -2.105 2.246
H -0.708 -1.990 0.519
H 2.327 0.668 3.408
H 1.527 -0.911 3.373
H 0.503 1.402 4.533
H -0.271 1.440 2.979
H -1.291 0.126 5.205
H -0.456 -1.211 4.445
H -1.743 -0.336 3.580
H 3.695 -1.360 0.849
H 2.390 -2.866 -0.233
H 3.145 -3.145 2.873
Ni -2.501 -2.129 1.880
```

Results
Charge: +2
Highest occupied orbital energy (spin up / spin down) in eV: -15.05 / -15.04
Multiplicity: 3
Expectation value of S²: 2.01

No. 5
C10H22NOP as an isolated structure in a non-equilibrium geometry, computed with ωB97M-V/def2-TZVPD.

```
35
Properties=species:S:1:pos:R:3
C 0.061 -0.740 -1.668
C 1.147 -0.598 -0.592
C -1.143 -0.035 -0.996
C -0.090 -2.237 -2.063
C 2.542 -0.119 -0.997
C 1.403 -1.646 0.593
C -2.060 -0.854 -0.070
C -1.789 1.008 -1.838
C 1.050 1.556 2.653
C -1.298 1.636 2.447
N -0.128 0.840 2.249
O 0.549 2.173 -0.409
P 0.139 0.884 0.030
H 0.482 -0.106 -2.519
H -0.310 -2.766 -1.135
H 0.837 -2.693 -2.438
H -0.871 -2.463 -2.791
H 3.110 -0.886 -1.485
H 3.151 0.136 -0.155
H 2.433 0.877 -1.538
H 1.819 -1.045 1.405
H 2.071 -2.440 0.241
H 0.487 -2.041 0.996
H -3.011 -0.456 0.140
H -1.470 -1.080 0.799
H -2.311 -1.757 -0.547
H -1.028 1.626 -2.403
H -2.263 1.723 -1.086
H -2.539 0.766 -2.652
H 1.880 1.038 2.074
H 1.171 2.555 2.330
H 1.055 1.548 3.813
H -1.218 2.689 2.241
H -2.288 1.426 1.906
H -1.572 1.482 3.466
```

Results
Relative energy (zero: lowest compared OMol25 entry of this formula, charge and spin) in kJ/mol: 132.85
Highest occupied orbital energy in eV: -8.41

No. 6
C10H22O3 as an isolated structure in a non-equilibrium geometry, computed with ωB97M-V/def2-TZVPD.

```
35
Properties=species:S:1:pos:R:3
C -3.905 0.473 1.998
C -2.371 0.482 2.420
C -1.308 -0.231 1.390
C -1.514 -1.822 1.063
C -0.333 -2.410 0.399
C -0.089 -2.082 -0.955
C 2.122 0.648 -1.537
C 3.335 1.087 -0.571
C 2.400 0.231 -2.876
C 1.076 2.315 -0.507
H -4.582 0.209 3.108
H -3.921 -0.514 1.223
H -4.423 1.620 1.433
H -2.004 1.618 2.485
H -2.618 0.154 3.504
H -1.491 0.253 0.361
H -0.286 -0.111 1.752
H -2.323 -1.648 0.151
H -2.007 -2.384 1.976
H -0.605 -3.594 0.506
H 0.708 -2.265 0.759
H 0.845 -2.476 -1.447
H -0.890 -2.088 -1.662
H 4.185 0.435 -0.861
H 3.747 2.401 -0.720
H 2.972 1.233 0.550
H 2.925 1.061 -3.505
H 1.462 -0.248 -3.268
H 3.152 -0.711 -2.887
H 0.547 3.393 -0.513
H 2.079 2.382 0.120
H 0.251 1.710 -0.082
O 0.079 -0.688 -1.281
O 1.426 -0.328 -0.777
O 1.359 1.893 -1.747
```

Results
Relative energy (zero: lowest compared OMol25 entry of this formula, charge and spin) in kJ/mol: 1010.23
Highest occupied orbital energy in eV: -9.78

No. 7
A 2-piece molecular cluster, C10H22OSe overall in a non-equilibrium geometry, computed with ωB97M-V/def2-TZVPD.

```
34
Properties=species:S:1:pos:R:3
C -0.268 4.978 1.412
C 0.553 -3.512 -0.708
C -1.799 -2.339 -2.035
C 2.560 -2.024 -2.894
C 0.227 3.526 1.748
C -0.880 2.503 1.779
C -0.610 0.994 1.974
C -0.025 0.300 0.736
C -0.385 -1.224 0.773
C 0.326 -2.058 -0.987
O -0.462 -1.851 -2.068
Se 1.947 -0.995 -1.348
H -1.006 4.936 0.642
H -0.644 5.412 2.267
H 0.702 5.524 1.156
H 0.586 -4.074 -1.693
H 1.518 -3.660 -0.167
H -0.108 -3.912 0.020
H -2.356 -2.593 -2.928
H -2.544 -1.558 -1.581
H -1.946 -3.232 -1.400
H 2.622 -3.081 -2.514
H 1.895 -1.959 -3.741
H 3.547 -1.517 -3.247
H 0.817 3.323 2.706
H 0.957 3.096 1.039
H -1.577 2.770 2.581
H -1.444 2.583 0.820
H -1.596 0.517 2.100
H -0.044 1.053 2.901
H -0.439 0.696 -0.230
H 1.124 0.473 0.728
H -1.417 -1.268 0.724
H 0.167 -1.826 1.435
```

Results
Relative energy (zero: lowest compared OMol25 entry of this formula, charge and spin) in kJ/mol: 0.00
Highest occupied orbital energy in eV: -8.15

No. 8
A 4-piece molecular cluster, C10H23F3O6S overall in a non-equilibrium geometry, computed with ωB97M-V/def2-TZVPD.

```
43
Properties=species:S:1:pos:R:3
O 0.824 1.690 3.657
S 1.419 0.645 2.866
O 2.385 -0.166 3.555
C 2.213 1.351 1.418
C 1.818 0.772 0.033
C 0.421 0.119 -0.057
C -0.429 0.326 1.187
C -1.814 -0.313 1.023
C -2.978 0.595 1.409
C -3.231 1.720 0.430
F -4.119 1.388 -0.523
F -2.124 2.133 -0.211
F -3.728 2.797 1.066
O 0.254 -0.315 2.307
H 2.082 2.430 1.418
H 3.272 1.164 1.576
H 1.861 1.579 -0.696
H 2.547 0.041 -0.308
H 0.494 -0.941 -0.300
H -0.131 0.586 -0.875
H -0.503 1.392 1.416
H -1.838 -1.173 1.697
H -1.910 -0.715 0.017
H -3.885 -0.011 1.438
H -2.866 1.011 2.407
C 4.053 -0.752 -2.916
O 2.639 -0.574 -2.910
H 4.344 -1.101 -1.929
H 4.352 -1.498 -3.655
H 4.567 0.191 -3.123
H 2.378 -0.267 -3.782
C -3.627 1.256 -4.278
O -2.660 1.531 -3.272
H -3.095 0.919 -5.164
H -4.315 0.469 -3.958
H -4.199 2.153 -4.530
H -3.131 1.830 -2.490
C 1.579 -3.879 2.976
O 1.072 -3.783 1.646
H 1.800 -4.926 3.172
H 2.493 -3.291 3.081
H 0.835 -3.529 3.695
H 0.879 -2.854 1.488
```

Results
Highest occupied orbital energy in eV: -10.11
Structure (SMILES): O=S1(=O)CCC[C@@H](CCC(F)(F)F)O1.CO.CO.CO